Density functional theory data (ωB97M-V/def2-TZVPD) for one molecule with the formula C4H7NO at a distorted geometry.

Values from the calculation:
Largest force on an atom, eV/Å: 1.26
LUMO, eV: 0.90
Total energy, eV: -7797.7404
Structure (SMILES): C/C=N\CC=O
HOMO energy, eV: -9.582
Orbital gap, eV: 10.4866

Geometry as XYZ:
```
13
Properties=species:S:1:pos:R:3:forces:R:3
C -0.809 0.018 1.304 -0.16 0.05 0.19
C 0.627 0.524 1.112 -0.01 0.17 -0.12
N 1.240 0.793 0.032 -0.50 -0.20 0.52
C 0.504 0.487 -1.164 0.13 -0.09 -0.28
C 0.135 -0.966 -1.334 0.45 -0.87 0.21
O 0.381 -1.901 -0.603 -0.19 1.08 -0.43
H -0.779 -0.994 1.719 0.08 0.19 0.17
H -1.260 0.690 2.027 -0.07 -0.07 0.44
H -1.578 -0.041 0.496 1.23 0.27 0.01
H 1.217 0.727 2.039 -0.73 -0.28 -0.55
H 1.112 0.730 -2.046 -0.06 -0.02 0.07
H -0.425 1.068 -1.290 0.13 -0.06 0.13
H -0.365 -1.135 -2.293 -0.30 -0.18 -0.36
```
Forces are in eV/Å.

***

Density functional theory data (ωB97M-V/def2-TZVPD) for one molecule with the formula C4H7NO at a distorted geometry.

Values from the calculation:
Largest force on an atom, eV/Å: 1.37
LUMO, eV: 0.80
Total energy, eV: -7795.8658
Structure (SMILES): C[N@@H+]1CC=C1[O-]
HOMO energy, eV: -7.496
Orbital gap, eV: 8.3004

Geometry as XYZ:
```
13
Properties=species:S:1:pos:R:3:forces:R:3
C 0.804 0.320 1.122 -0.98 -0.05 0.54
N -0.637 0.205 0.475 0.84 0.13 0.22
C -0.673 -1.035 -0.358 0.19 -0.16 -0.01
C 0.209 -0.309 -1.336 -0.31 0.01 -0.94
C -0.188 0.942 -0.936 0.28 0.33 -0.81
O -0.260 2.138 -1.038 0.25 -0.39 -0.13
H 1.594 0.804 0.503 -1.32 -0.14 0.11
H 0.705 0.904 2.022 -0.06 -0.08 0.53
H 1.174 -0.695 1.305 -0.39 0.23 0.24
H -1.539 0.491 0.907 1.30 -0.05 0.42
H -0.376 -1.920 0.218 0.30 0.12 -0.24
H -1.681 -1.216 -0.767 0.10 0.12 0.46
H 0.869 -0.628 -2.118 -0.22 -0.06 -0.39
```
Forces are in eV/Å.

***

Density functional theory data (ωB97M-V/def2-TZVPD) for one molecule with the formula C4H7NO at a distorted geometry.

Values from the calculation:
Largest force on an atom, eV/Å: 5.86
LUMO, eV: 0.88
Total energy, eV: -7796.5309
Structure (SMILES): C[C@@H]1C(=O)N1C
HOMO energy, eV: -9.381
Orbital gap, eV: 10.2653

Geometry as XYZ:
```
13
Properties=species:S:1:pos:R:3:forces:R:3
C 0.723 -1.756 0.080 0.66 0.91 -0.59
C -0.174 -0.653 0.568 -0.04 -0.27 1.26
C -1.307 -0.144 -0.200 0.72 -0.98 -1.50
O -2.365 -0.257 -0.706 -2.16 0.03 -0.07
N -0.175 0.508 -0.334 1.56 1.84 0.54
C 0.227 1.880 -0.161 -4.55 2.09 -3.04
H 0.639 -1.699 -1.028 0.85 0.07 0.67
H 0.381 -2.704 0.287 -1.42 -2.22 0.76
H 1.745 -1.831 0.512 -0.41 0.90 -0.63
H -0.400 -0.419 1.621 0.91 -0.37 -0.06
H -0.679 2.531 0.112 1.04 -1.06 0.47
H 1.021 2.173 0.399 2.39 -0.17 2.01
H 0.363 2.371 -1.149 0.47 -0.78 0.19
```
Forces are in eV/Å.

***

Density functional theory data (ωB97M-V/def2-TZVPD) for a 2-piece molecular cluster, C4H7NO overall at a distorted geometry.

Values from the calculation:
Largest force on an atom, eV/Å: 1.07
LUMO (alpha / beta), eV: -0.72 / -0.72
Total energy, eV: -7794.6201
HOMO energy (alpha / beta), eV: -7.763 / -7.765
Orbital gap (alpha / beta), eV: 7.0438 / 7.0480

Geometry as XYZ:
```
13
Properties=species:S:1:pos:R:3:forces:R:3
O 0.024 0.248 1.915 0.08 -0.20 0.21
C -1.127 0.096 0.205 -0.14 0.05 -0.21
C -0.271 0.846 -0.735 -0.11 0.03 0.06
C 0.938 -0.049 -0.527 0.15 0.03 -0.18
C 0.966 -1.227 -1.311 -0.06 -0.76 -0.42
N 0.905 -2.213 -1.931 0.04 0.91 0.57
H -0.128 -0.338 2.673 0.01 0.01 -0.14
H -1.867 0.549 0.857 0.18 -0.01 -0.05
H -1.268 -0.960 -0.017 0.07 0.15 0.08
H -0.089 1.853 -0.348 -0.03 -0.11 -0.13
H -0.676 0.928 -1.754 0.04 -0.09 0.12
H 0.704 -0.168 1.299 -0.08 0.06 0.08
H 1.889 0.437 -0.326 -0.15 -0.07 0.01
```
Forces are in eV/Å.